The following is a quantum chemistry calculation of a structure of composition C4H10O, from the OMol25 dataset.

Results
Frontier orbital gap   7.6 eV
Relative energy (zero: lowest compared OMol25 entry of this formula, charge and spin)   502.0 kJ/mol

Geometry as XYZ:
```
15
Properties=species:S:1:pos:R:3:mulliken_charge:R:1
H 1.033 -1.431 -1.229 0.321
H 2.398 -0.155 0.701 0.297
H 2.065 1.021 -0.623 0.321
H -0.252 1.925 0.347 0.307
C 1.830 0.711 0.391 -0.601
O 0.043 0.998 0.513 -0.414
C 0.494 -1.110 -0.342 -1.390
H -0.556 0.365 -1.445 0.225
H 0.362 -1.878 0.423 0.269
H -2.478 -1.020 -0.663 0.336
H -2.525 0.516 0.211 0.308
H -1.892 -0.940 1.009 0.315
C -1.939 -0.398 0.059 -1.197
H 1.955 1.525 1.113 0.251
C -0.538 -0.129 -0.466 0.651
```

The following is a quantum chemistry calculation of a cluster of 2 separate species, C8H8N4O4 in total at a distorted geometry, from the OMol25 dataset.

Results
Frontier orbital gap   9.4 eV
Structure (SMILES)   O=c1cc[nH]c(=O)[nH]1.O=c1cc[nH]c(=O)[nH]1
Relative energy (zero: lowest compared OMol25 entry of this formula, charge and spin)   351.6 kJ/mol

Geometry as XYZ:
```
24
Properties=species:S:1:pos:R:3:mulliken_charge:R:1
C -1.254 0.839 3.699 0.356
N -1.083 1.269 2.489 -0.111
C -0.922 -0.964 1.622 -0.486
C -0.891 0.566 1.274 0.468
C 1.383 1.385 -2.864 -0.084
H 0.655 -2.278 -2.550 0.319
H 1.820 2.347 -2.725 0.421
N 1.971 0.615 -1.974 0.013
O 1.858 -1.223 -0.590 -0.647
H -0.647 2.283 2.597 0.297
C 0.285 -0.580 -3.622 0.540
H -1.740 -0.744 4.924 0.306
H 2.717 0.890 -1.450 0.184
O -1.151 1.464 4.746 -0.632
C -1.258 -1.481 2.858 -0.274
H -1.390 -2.448 3.154 0.511
O -0.574 -1.178 -4.225 -0.639
H -0.488 -1.638 0.907 0.322
O -0.359 1.023 0.245 -0.529
N -1.582 -0.557 3.831 -0.226
C 1.728 -0.667 -1.733 0.313
N 1.043 -1.294 -2.775 -0.144
H -0.422 1.488 -4.206 0.365
C 0.303 0.886 -3.631 -0.643
```

The following is a quantum chemistry calculation of a structure of composition C4H6LiO2Sm at a distorted geometry, from the OMol25 dataset.

Results
Net charge   +1
Spin multiplicity   7
Frontier orbital gap (spin up / spin down)   6.5 / 6.6 eV

Geometry as XYZ:
```
14
Properties=species:S:1:pos:R:3:lowdin_spin:R:1
C -0.464 -0.378 -0.945 0.001
H -2.437 -0.214 0.532 0.000
Li 0.644 2.094 0.012 0.000
Sm 1.541 -0.652 2.270 6.046
O 1.749 -0.858 -0.050 -0.011
O 0.246 1.281 1.777 -0.015
C 0.958 -0.057 -0.998 0.001
H -0.665 -1.420 -0.650 0.000
H -1.837 1.442 0.215 0.000
H 1.413 -0.177 -1.988 0.000
C -1.540 0.413 0.484 -0.003
H -0.985 -0.052 -1.854 0.000
C -0.614 0.306 1.581 -0.018
H 1.990 -1.727 -0.388 0.001
```

The following is a quantum chemistry calculation of a structure of composition C48H44ClEuN5O8Si at a distorted geometry, from the OMol25 dataset.

Results
Net charge   -1
Spin multiplicity   7
Frontier orbital gap (spin up / spin down)   7.1 / 7.0 eV
Relative energy (zero: lowest compared OMol25 entry of this formula, charge and spin)   20.4 kJ/mol

Geometry as XYZ:
```
108
Properties=species:S:1:pos:R:3:lowdin_spin:R:1
H 1.761 -2.791 7.956 0.000
H -0.425 -1.972 8.483 0.000
H 2.130 -1.456 6.859 0.000
H -5.831 1.231 -0.446 0.000
C 2.765 -3.821 -0.489 0.000
H -3.342 -1.758 0.952 0.000
H -2.485 -0.333 -2.575 0.000
O -0.604 -4.194 -1.668 0.000
C -0.868 -0.534 3.342 0.000
C 3.915 -1.181 -3.647 0.000
C 2.104 -2.607 -0.567 0.000
C -4.853 0.428 3.736 0.000
O 3.809 4.239 2.347 0.000
C 4.079 -6.365 -0.401 0.000
O 1.173 2.119 -3.928 0.000
H -6.392 -0.579 -4.281 0.000
H -4.267 2.098 2.534 0.000
O 1.545 3.272 2.273 0.000
C 1.691 -2.450 6.923 0.000
H -5.267 1.046 4.524 0.000
H -0.521 -1.953 -6.183 0.000
H 1.604 -3.220 4.269 0.000
Cl 6.410 1.543 -0.348 0.000
H 2.052 -2.087 -1.512 0.000
C 0.268 -0.033 -3.527 0.000
H -3.958 -1.021 -4.414 0.000
H 5.335 -4.857 1.514 0.000
H 0.233 -4.514 5.865 0.000
H 6.274 -2.994 -2.032 0.000
H -0.320 -4.242 7.524 0.000
H 4.280 -5.273 2.868 0.000
C 4.873 -2.161 -3.426 0.000
C -0.353 -1.657 -5.155 0.000
C 0.702 -2.064 2.717 0.000
H -1.539 0.262 3.042 0.000
H -7.316 0.561 -2.291 0.000
O 5.828 3.713 1.612 0.000
N -0.158 -1.100 2.376 -0.005
Eu -0.149 -0.009 -0.130 6.072
H -0.201 -0.536 7.477 0.000
C -0.599 -2.548 -4.118 0.000
C -0.783 -0.905 4.676 0.000
H 1.665 -7.008 0.831 0.000
H -4.376 -2.815 2.919 0.000
H -0.957 -3.552 -4.293 0.000
C 0.864 -2.469 4.037 0.000
C 2.066 -3.935 1.762 0.000
C 5.216 -1.335 -1.195 0.000
C -4.378 -0.525 -3.546 0.000
C -3.549 -0.136 -2.505 0.000
C 2.743 1.784 0.882 0.000
H -1.379 -3.858 6.157 0.000
C -6.253 0.360 -2.352 0.000
H 0.316 0.358 -5.618 0.000
H 2.186 -6.629 2.474 0.000
C 4.058 2.314 0.950 0.000
C -0.393 -2.123 -2.815 0.000
O 0.596 1.557 -1.826 -0.009
H 5.715 -1.383 -0.237 0.000
H 4.535 -7.341 -0.230 0.000
C 2.770 -4.515 0.712 0.000
C -4.891 -0.953 3.850 -0.001
N 0.043 -0.894 -2.536 -0.006
C 3.610 -0.271 -2.650 0.000
H 3.046 -7.852 1.548 0.000
C -0.560 -1.565 7.480 0.000
C -4.353 -1.735 2.837 0.000
C -5.414 0.739 -1.317 -0.001
C -4.041 0.500 -1.365 -0.003
H 4.849 -5.695 -0.782 0.000
C -0.689 -2.974 -1.570 0.000
C -0.347 -3.852 6.506 0.000
H 2.898 0.524 -2.810 0.000
C -3.745 0.254 1.581 -0.001
H 5.117 -2.867 -4.209 0.000
H 3.304 -6.480 -1.158 0.000
C -5.739 -0.279 -3.472 0.000
C 4.776 1.494 0.100 0.000
C 0.104 -1.903 5.057 0.000
C -4.290 1.017 2.613 -0.001
H 2.850 3.873 2.335 0.000
H 1.967 -4.473 2.692 0.000
C 0.222 -2.424 6.482 0.000
N 3.927 0.572 -0.413 0.000
H -3.337 2.433 0.226 -0.004
C 1.497 2.224 1.611 0.000
C 4.649 -5.610 1.900 0.000
C 4.249 -0.367 -1.423 0.000
C -3.781 -1.136 1.726 0.000
H -1.626 -1.570 7.258 0.000
O 0.504 1.463 1.512 -0.010
C 2.534 -6.892 1.477 0.000
N 2.683 0.736 0.073 -0.002
O -0.973 -2.280 -0.549 -0.006
C 0.721 1.366 -3.073 0.000
N 1.501 -2.020 0.457 -0.004
H -5.334 -1.418 4.723 0.000
H 5.197 -6.542 2.044 0.000
H -1.410 -0.401 5.395 0.000
C 4.639 3.487 1.669 0.000
C 0.096 -0.379 -4.859 0.000
C 1.462 -2.692 1.613 0.000
C 5.528 -2.230 -2.205 0.000
C 3.494 -5.836 0.911 0.000
H 2.285 -3.126 6.311 0.000
H 3.401 -1.117 -4.597 0.000
H 3.253 -4.192 -1.375 0.000
Si -2.810 1.019 0.057 -0.018
```

Number 1: DFT total energy -233.453763 Ha. Number 2: DFT total energy -829.626452 Ha. Number 3: DFT total energy -971.661321 Ha. Number 4: DFT total energy -4191.575174 Ha.